(1)
ORCA calculation (ωB97M-V/def2-TZVPD) on C54H42ClFGeIO4P3V as an isolated structure at a distorted geometry.

```
108
Properties=species:S:1:pos:R:3:mulliken_charge:R:1
V 0.195 -0.425 1.297 1.692
F -2.793 -1.296 -2.319 -0.518
Ge -1.154 -1.269 -1.570 2.704
C -0.113 -0.380 -2.960 -0.504
C -0.458 -0.798 -4.277 -0.848
C 0.289 -0.411 -5.398 -0.717
C 1.292 0.501 -5.236 -1.029
C 1.542 1.051 -3.966 0.208
C 0.931 0.580 -2.804 -0.319
P 1.399 1.385 -1.235 2.115
C 0.992 3.118 -1.647 0.532
C 1.764 4.231 -1.218 -1.018
C 1.477 5.531 -1.647 -0.673
C 0.423 5.742 -2.524 -0.700
C -0.401 4.671 -2.886 -0.510
C -0.140 3.384 -2.442 -0.138
C 3.224 1.400 -1.307 0.597
C 3.911 2.124 -0.347 -0.715
C 5.298 2.287 -0.434 -0.989
C 6.008 1.503 -1.334 -0.573
C 5.356 0.609 -2.152 -0.705
C 3.982 0.522 -2.124 -0.783
C -1.708 -0.775 0.262 -0.166
C -2.427 -1.864 0.816 -1.015
C -3.605 -1.720 1.538 -1.252
C -3.936 -0.466 2.020 -1.303
C -3.138 0.608 1.719 -0.401
C -2.073 0.531 0.780 1.226
P -2.048 2.084 -0.157 0.814
C -1.585 3.345 1.029 0.449
C -0.817 2.988 2.132 -0.122
C -0.176 4.000 2.882 -0.806
C -0.551 5.332 2.736 -0.608
C -1.444 5.658 1.722 -0.854
C -1.835 4.712 0.780 -0.624
C -3.838 2.448 -0.490 0.707
C -4.385 2.156 -1.746 -0.401
C -5.680 2.570 -2.134 -0.681
C -6.472 3.228 -1.216 -0.433
C -6.010 3.457 0.073 -0.764
C -4.687 3.176 0.390 -0.048
C -0.705 -3.246 -1.484 -0.831
C -1.328 -4.108 -2.394 -0.536
C -0.950 -5.444 -2.504 -0.791
C 0.031 -5.927 -1.691 -0.725
C 0.602 -5.139 -0.678 -0.635
C 0.215 -3.814 -0.540 0.262
P 0.872 -2.940 0.888 1.757
C 2.625 -3.417 0.814 0.683
C 3.303 -4.198 1.770 -0.252
C 4.700 -4.351 1.707 -0.713
C 5.422 -3.659 0.754 -0.677
C 4.741 -2.971 -0.226 -0.237
C 3.354 -2.909 -0.252 -0.646
C 0.372 -3.816 2.388 0.505
C -0.703 -4.751 2.412 -0.574
C -1.210 -5.229 3.626 -0.772
C -0.690 -4.743 4.820 -0.470
C 0.356 -3.816 4.812 -0.792
C 0.873 -3.355 3.596 -0.364
H -1.252 -1.483 -4.450 0.458
H 0.071 -0.866 -6.365 0.410
H 1.930 0.739 -6.065 0.446
H 2.282 1.879 -3.880 0.476
H 2.673 4.067 -0.698 0.392
H 2.052 6.367 -1.257 0.426
H 0.156 6.720 -2.896 0.370
H -1.243 4.884 -3.537 0.426
H -0.804 2.540 -2.743 0.000
H 3.394 2.512 0.544 0.833
H 5.819 2.995 0.190 0.454
H 7.066 1.632 -1.395 0.437
H 5.930 -0.046 -2.771 0.522
H 3.465 -0.187 -2.812 0.308
H -2.053 -2.851 0.577 0.236
H -4.175 -2.604 1.806 0.449
H -4.786 -0.348 2.701 0.394
H -3.361 1.599 2.129 0.608
H -0.670 1.915 2.431 0.004
H 0.530 3.658 3.645 0.489
H -0.230 6.081 3.431 0.464
H -1.818 6.654 1.711 0.478
H -2.448 4.990 -0.097 0.521
H -3.772 1.586 -2.446 0.313
H -6.032 2.450 -3.142 0.442
H -7.508 3.481 -1.490 0.349
H -6.670 3.871 0.845 0.382
H -4.312 3.491 1.386 0.230
H -2.095 -3.697 -3.065 0.435
H -1.427 -6.076 -3.236 0.440
H 0.329 -6.977 -1.814 0.375
H 1.328 -5.564 0.022 0.436
H 2.769 -4.725 2.574 0.351
H 5.181 -4.953 2.431 0.472
H 6.515 -3.627 0.801 0.370
H 5.314 -2.432 -0.982 0.361
H 2.866 -2.476 -1.143 0.218
H -1.170 -5.041 1.447 0.191
H -2.032 -5.916 3.646 0.439
H -1.171 -4.996 5.760 0.372
H 0.805 -3.442 5.738 0.354
H 1.687 -2.627 3.608 0.436
O 0.290 -0.432 5.714 -0.619
Cl -0.901 -0.182 4.881 1.679
O -1.818 -1.340 4.915 -0.593
O -1.549 1.099 5.259 -0.648
O -0.420 -0.026 3.395 -0.837
I 2.773 0.006 2.271 -0.567
```

Lowest unoccupied orbital energy (spin up / spin down), eV: -0.667 / -0.992
Spin multiplicity: 4
HOMO energy (spin up / spin down), eV: -7.747 / -7.881
Molecular weight, g/mol: 1152.8
Expectation value of S²: 3.77
Frontier orbital gap (spin up / spin down), eV: 7.1 / 6.9



(2)
ORCA calculation (ωB97M-V/def2-TZVPD) on C54H42N10PdS3 as an isolated structure at a distorted geometry.

```
110
Properties=species:S:1:pos:R:3:mulliken_charge:R:1
Pd 0.393 -0.400 0.092 0.466
C 0.289 -1.102 -4.179 -0.708
C -0.068 -1.189 -2.844 -0.592
N 0.747 -0.758 -1.888 0.244
C 1.957 -0.263 -2.260 0.123
C 2.241 -0.108 -3.614 -0.468
N 1.421 -0.522 -4.563 -0.554
C 2.868 0.045 -1.154 0.038
C 4.247 0.107 -1.209 -0.523
C 4.993 0.174 -0.025 1.448
C 4.283 0.192 1.181 -0.188
C 2.902 0.191 1.183 -0.037
N 2.229 0.151 0.019 -0.153
C 2.006 0.268 2.339 0.062
C 2.382 0.590 3.641 -0.543
N 1.501 0.859 4.587 -0.553
C 0.218 0.861 4.239 -0.922
C -0.194 0.491 2.969 -0.289
N 0.688 0.130 2.048 0.395
C 6.474 0.157 -0.045 0.869
C 7.225 0.210 1.130 -0.554
C 8.609 0.161 1.062 -0.456
N 9.270 0.073 -0.083 -0.562
C 8.573 0.027 -1.209 -0.450
C 7.187 0.066 -1.240 -0.525
H -0.347 -1.498 -4.961 0.507
H -1.014 -1.610 -2.527 0.784
H 3.154 0.385 -3.928 0.439
H 4.731 0.060 -2.172 0.319
H 4.794 0.174 2.130 0.415
H 3.428 0.637 3.923 0.437
H -0.497 1.167 4.991 0.459
H -1.233 0.498 2.669 0.716
H 6.769 0.296 2.105 0.294
H 9.209 0.193 1.964 0.385
H 9.149 -0.047 -2.124 0.390
H 6.699 0.023 -2.204 0.278
N -1.351 -1.443 0.219 -0.428
S -2.627 -2.106 0.044 1.935
N -3.888 -1.224 -0.555 0.441
S -4.478 -0.004 0.216 0.415
N -3.552 1.050 0.857 0.550
S -2.381 1.977 0.092 1.769
N -0.986 1.548 0.087 -0.473
C -3.042 2.347 -1.546 0.119
C -2.482 1.620 -2.584 -0.204
C -2.849 1.902 -3.890 -0.392
C -3.758 2.921 -4.143 -0.851
C -4.299 3.655 -3.098 -0.874
C -3.943 3.373 -1.786 -0.104
C -2.610 3.504 1.003 -0.018
C -1.512 4.345 1.073 -0.665
C -1.646 5.564 1.719 -0.805
C -2.864 5.930 2.277 -0.589
C -3.954 5.073 2.207 -0.838
C -3.831 3.848 1.567 -0.085
C -5.642 0.691 -0.933 0.883
C -6.508 1.657 -0.443 -0.872
C -7.425 2.228 -1.307 -0.694
C -7.466 1.826 -2.637 -0.690
C -6.592 0.856 -3.109 -0.782
C -5.670 0.275 -2.253 -0.237
C -5.526 -0.568 1.536 0.599
C -6.475 -1.523 1.193 -0.900
C -7.288 -2.040 2.184 -0.704
C -7.140 -1.604 3.496 -0.629
C -6.193 -0.644 3.819 -0.876
C -5.375 -0.112 2.833 -0.028
C -2.648 -3.431 -1.153 0.467
C -3.809 -3.831 -1.798 -0.561
C -3.755 -4.920 -2.655 -0.823
C -2.554 -5.588 -2.855 -0.629
C -1.398 -5.172 -2.205 -0.876
C -1.443 -4.086 -1.345 -0.558
C -3.142 -2.940 1.560 -0.083
C -4.005 -4.024 1.567 -0.346
C -4.250 -4.676 2.767 -0.818
C -3.640 -4.246 3.936 -0.705
C -2.770 -3.163 3.915 -0.586
C -2.514 -2.516 2.718 -0.176
H -1.748 0.860 -2.341 0.159
H -2.419 1.345 -4.712 0.492
H -4.036 3.155 -5.163 0.431
H -4.989 4.464 -3.302 0.487
H -4.356 3.962 -0.980 0.469
H -0.579 4.025 0.628 0.523
H -0.797 6.231 1.786 0.449
H -2.962 6.880 2.784 0.422
H -4.900 5.355 2.651 0.481
H -4.658 3.154 1.514 0.314
H -6.469 1.942 0.603 0.230
H -8.105 2.987 -0.943 0.480
H -8.188 2.270 -3.309 0.445
H -6.625 0.549 -4.146 0.511
H -4.978 -0.486 -2.587 0.437
H -6.570 -1.845 0.163 0.319
H -8.026 -2.792 1.938 0.486
H -7.768 -2.020 4.272 0.446
H -6.082 -0.308 4.842 0.512
H -4.629 0.641 3.051 0.366
H -4.730 -3.285 -1.642 0.334
H -4.651 -5.251 -3.163 0.479
H -2.514 -6.436 -3.525 0.434
H -0.466 -5.697 -2.360 0.478
H -0.561 -3.737 -0.819 0.497
H -4.468 -4.375 0.654 0.456
H -4.910 -5.534 2.785 0.469
H -3.826 -4.770 4.864 0.444
H -2.280 -2.836 4.823 0.491
H -1.801 -1.710 2.647 0.191
```

Lowest unoccupied orbital energy, eV: -5.943
HOMO energy, eV: -12.675
Molecular weight, g/mol: 1033.6
Relative energy (zero: lowest compared OMol25 entry of this formula, charge and spin), kcal/mol: 0.0
Total charge: +2
Frontier orbital gap, eV: 6.7



(3)
ORCA calculation (ωB97M-V/def2-TZVPD) on C54H44BeN6PTe as an isolated structure at a distorted geometry.

```
107
Properties=species:S:1:pos:R:3:mulliken_charge:R:1
Be 0.454 -0.080 -0.100 -2.856
C 5.263 0.729 0.721 -1.074
N 4.148 0.079 0.091 0.481
C 2.849 0.365 0.302 -0.479
N 2.088 -0.430 -0.454 0.903
C 2.917 -1.235 -1.171 0.160
C 4.222 -0.926 -0.841 0.538
C 5.465 -1.535 -1.311 0.003
C 6.500 -0.745 -1.807 -0.255
C 7.662 -1.331 -2.274 -0.798
C 7.808 -2.707 -2.242 -0.422
C 6.781 -3.499 -1.754 -0.806
C 5.613 -2.922 -1.293 -0.200
C 2.406 -2.192 -2.140 0.358
C 3.026 -2.338 -3.379 -0.555
C 2.512 -3.223 -4.307 -0.798
C 1.383 -3.969 -4.009 -0.553
C 0.771 -3.836 -2.773 -0.697
C 1.279 -2.952 -1.839 -0.333
P 2.151 1.562 1.557 -0.447
C 1.038 2.286 0.323 -0.105
N 0.279 1.504 -0.462 0.866
C -0.511 2.318 -1.221 -0.179
C -0.262 3.626 -0.856 0.667
N 0.695 3.586 0.131 0.512
C 1.318 4.711 0.767 -1.057
C -0.766 4.860 -1.445 -0.202
C -1.292 5.889 -0.668 -0.232
C -1.735 7.050 -1.275 -0.834
C -1.648 7.199 -2.649 -0.382
C -1.134 6.172 -3.426 -0.904
C -0.699 5.005 -2.830 -0.012
C -1.458 1.726 -2.149 0.257
C -2.664 2.348 -2.468 -0.101
C -3.576 1.712 -3.287 -1.038
C -3.297 0.456 -3.805 -0.600
C -2.101 -0.171 -3.492 -0.774
C -1.189 0.460 -2.669 -0.341
C 1.066 0.308 2.247 0.003
N 0.336 -0.501 1.463 0.573
C -0.400 -1.322 2.271 -0.773
C -0.156 -0.963 3.581 0.651
N 0.758 0.061 3.549 0.444
C 1.330 0.751 4.665 -0.977
C -0.749 -1.450 4.826 -0.426
C 0.050 -1.988 5.831 -0.165
C -0.526 -2.461 6.995 -0.828
C -1.898 -2.380 7.174 -0.428
C -2.696 -1.837 6.179 -0.768
C -2.129 -1.376 5.006 0.004
C -1.217 -2.348 1.651 1.418
C -1.527 -2.226 0.292 -0.070
C -2.317 -3.164 -0.343 -0.515
C -2.801 -4.251 0.367 -0.685
C -2.455 -4.415 1.700 -1.058
C -1.672 -3.474 2.342 -0.193
H 4.993 1.016 1.738 0.391
H 5.554 1.626 0.169 0.321
H 6.109 0.042 0.748 0.456
H 6.382 0.328 -1.855 0.459
H 8.451 -0.708 -2.665 0.410
H 8.717 -3.160 -2.602 0.423
H 6.894 -4.571 -1.731 0.432
H 4.814 -3.541 -0.912 0.485
H 3.902 -1.751 -3.611 0.541
H 2.996 -3.330 -5.266 0.443
H 0.989 -4.662 -4.736 0.448
H -0.096 -4.432 -2.528 0.505
H 0.826 -2.871 -0.861 0.783
H 1.439 5.521 0.048 0.400
H 2.297 4.407 1.143 0.434
H 0.716 5.073 1.603 0.326
H -1.384 5.767 0.401 0.522
H -2.153 7.843 -0.674 0.416
H -1.985 8.111 -3.116 0.422
H -1.071 6.280 -4.497 0.431
H -0.299 4.196 -3.424 0.473
H -2.893 3.314 -2.046 0.658
H -4.515 2.193 -3.517 0.435
H -4.018 -0.040 -4.437 0.435
H -1.875 -1.149 -3.892 0.541
H -0.247 -0.027 -2.435 0.775
H 0.620 0.788 5.491 0.383
H 1.586 1.766 4.358 0.385
H 2.239 0.252 5.009 0.330
H 1.117 -2.061 5.679 0.466
H 0.098 -2.900 7.759 0.403
H -2.346 -2.751 8.083 0.412
H -3.766 -1.776 6.314 0.451
H -2.738 -0.950 4.221 0.510
H -1.157 -1.365 -0.272 -0.340
H -2.557 -3.042 -1.389 0.593
H -3.436 -4.975 -0.120 0.513
H -2.799 -5.287 2.237 0.416
H -1.396 -3.617 3.374 0.600
Te -2.651 0.958 1.178 -0.004
C -4.579 0.579 0.385 -0.083
C -4.952 -0.710 0.040 -0.067
C -6.199 -0.976 -0.488 -0.585
C -7.113 0.049 -0.655 -0.516
C -6.763 1.335 -0.280 -0.604
C -5.504 1.601 0.228 -0.410
H -4.253 -1.519 0.194 0.265
H -6.464 -1.989 -0.753 0.417
H -8.089 -0.155 -1.071 0.387
H -7.479 2.139 -0.382 0.386
H -5.250 2.610 0.521 0.412
```

Lowest unoccupied orbital energy, eV: -2.779
HOMO energy, eV: -7.678
Molecular weight, g/mol: 944.6
Total charge: +1
Frontier orbital gap, eV: 4.9